This record from OMol25 describes a molecular structure, C26H25EuF9NO2. The level of theory is wB97M-V/def2-TZVPD.

Positions of all 64 atoms, in Å:
1 C 2.00 0.06 2.20
2 C 2.40 -0.54 0.96
3 C 2.30 0.48 -0.04
4 H 2.72 -1.58 0.82
5 C 1.75 1.69 0.56
6 C 1.56 1.42 1.95
7 H 1.41 2.59 0.04
8 C -1.21 -1.60 2.13
9 C -0.12 -2.29 1.51
10 C -0.40 -2.37 0.12
11 H 0.79 -2.64 2.00
12 C -1.67 -1.68 -0.11
13 C -2.13 -1.15 1.13
14 H 2.52 0.35 -1.10
15 H 1.01 2.05 2.64
16 H 1.91 -0.53 3.10
17 H -3.00 -0.50 1.30
18 H 0.24 -2.80 -0.65
19 H -1.34 -1.32 3.15
20 Eu -0.06 0.07 0.59
21 C -2.39 -1.52 -1.43
22 C -3.77 -2.14 -1.25
23 C -1.63 -2.22 -2.56
24 H -3.68 -3.13 -0.79
25 H -4.25 -2.26 -2.22
26 H -4.41 -1.52 -0.61
27 H -1.70 -3.30 -2.43
28 H -0.57 -1.92 -2.59
29 H -2.10 -1.95 -3.52
30 C -2.58 -0.01 -1.77
31 C -1.32 0.70 -2.14
32 H -3.03 0.52 -0.89
33 H -3.30 0.07 -2.60
34 O -0.25 0.59 -1.47
35 N -1.25 1.48 -3.20
36 C -0.21 2.52 -3.42
37 H -1.78 1.15 -3.99
38 C 1.16 1.99 -3.73
39 C 2.31 2.63 -3.24
40 H 2.23 3.52 -2.61
41 C 3.57 2.13 -3.56
42 H 4.46 2.64 -3.18
43 C 3.70 1.00 -4.38
44 H 4.69 0.61 -4.63
45 C 2.56 0.37 -4.86
46 H 2.64 -0.52 -5.50
47 C 1.29 0.87 -4.55
48 H 0.39 0.38 -4.94
49 H -0.19 3.19 -2.55
50 H -0.60 3.09 -4.27
51 F -0.29 -2.53 4.42
52 C 0.33 -1.43 4.90
53 F -0.01 -1.33 6.18
54 F 1.66 -1.72 4.82
55 C -0.02 0.03 4.24
56 O -0.08 0.10 2.91
57 C -1.46 0.59 4.61
58 F -1.47 0.87 5.90
59 F -1.67 1.72 3.89
60 F -2.51 -0.22 4.34
61 C 1.00 1.07 4.92
62 F 0.94 0.88 6.24
63 F 2.30 0.97 4.57
64 F 0.62 2.34 4.64

The spin multiplicity is 8. Its expectation value of S² is 15.765. The net charge is -1. The value obtained for the HOMO-LUMO gap (alpha / beta) is 4.225 / 5.295 eV.

This record from OMol25 describes a molecular structure, C2InLiO4. The level of theory is wB97M-V/def2-TZVPD.

Positions of all 8 atoms, in Å:
1 O 1.84 -0.41 0.99
2 In -0.91 -1.42 -0.78
3 O 0.09 -1.82 1.12
4 O 1.09 -1.57 -0.76
5 C 1.16 -1.39 0.53
6 C -0.22 2.71 0.47
7 O -0.97 2.75 -0.40
8 Li -2.08 1.15 -1.18

The value obtained for the HOMO-LUMO gap is 6.269 eV.

This record from OMol25 describes C5H8 in the gas phase. The level of theory is wB97M-V/def2-TZVPD.

Positions of all 13 atoms, in Å:
1 C -2.40 0.00 -0.41
2 C -1.33 0.58 0.19
3 C 0.07 0.30 -0.36
4 C 1.06 -0.47 0.77
5 C 2.40 -0.32 0.49
6 H -3.34 -0.04 0.08
7 H -2.16 -0.53 -1.35
8 H -1.43 1.44 0.84
9 H 0.00 -0.43 -1.25
10 H 0.55 1.25 -0.72
11 H 0.74 -1.41 1.07
12 H 3.23 -0.84 0.88
13 H 2.62 0.47 -0.22

Its structure (SMILES) is C=CCC=C. The value obtained for the HOMO-LUMO gap is 10.573 eV.

This record from OMol25 describes a molecular structure, C41H36AsCaNO3S2. The level of theory is wB97M-V/def2-TZVPD.

Positions of all 85 atoms, in Å:
1 Ca 0.09 -0.90 -1.51
2 C 2.18 4.07 -1.33
3 C 2.73 2.83 -0.69
4 C 2.49 2.58 0.66
5 C 2.97 1.43 1.29
6 C 2.73 1.19 2.75
7 C 3.72 0.54 0.53
8 C 3.97 0.75 -0.81
9 C 4.78 -0.24 -1.61
10 C 3.46 1.90 -1.42
11 H 2.85 4.43 -2.12
12 H 2.05 4.86 -0.60
13 H 1.22 3.86 -1.80
14 H 1.93 3.30 1.24
15 H 3.54 1.60 3.36
16 H 2.66 0.13 2.96
17 H 1.81 1.66 3.09
18 H 4.14 -0.34 1.02
19 H 5.49 0.26 -2.26
20 H 4.14 -0.85 -2.26
21 H 5.32 -0.92 -0.96
22 H 3.65 2.08 -2.47
23 O -1.02 -1.59 -3.36
24 C -1.90 -0.83 -2.86
25 O -2.19 -0.92 -1.62
26 C -2.37 0.36 -3.62
27 C -3.61 0.40 -4.23
28 C -4.03 1.54 -4.90
29 C -3.18 2.64 -4.94
30 C -1.94 2.60 -4.33
31 C -1.49 1.46 -3.65
32 S 0.12 1.47 -2.86
33 H -4.25 -0.47 -4.17
34 H -5.00 1.56 -5.38
35 H -3.49 3.54 -5.46
36 H -1.29 3.46 -4.36
37 S 2.64 -4.72 -3.40
38 C 1.49 -3.48 -3.09
39 N 1.63 -2.83 -1.98
40 C 2.71 -3.33 -1.26
41 C 3.09 -2.88 0.01
42 C 4.18 -3.47 0.60
43 C 4.89 -4.50 -0.04
44 C 4.51 -4.96 -1.28
45 C 3.40 -4.36 -1.88
46 H 0.70 -3.24 -3.79
47 H 2.53 -2.09 0.50
48 H 4.50 -3.14 1.58
49 H 5.75 -4.94 0.45
50 H 5.05 -5.76 -1.76
51 O -0.08 -0.98 0.67
52 As -1.45 -0.33 1.42
53 C -2.14 1.24 0.62
54 C -1.30 2.32 0.42
55 C -1.79 3.46 -0.21
56 C -3.10 3.49 -0.64
57 C -3.94 2.41 -0.44
58 C -3.47 1.27 0.19
59 C -2.85 -1.58 1.74
60 C -3.21 -2.51 0.77
61 C -4.26 -3.38 1.03
62 C -4.95 -3.31 2.23
63 C -4.59 -2.38 3.19
64 C -3.53 -1.51 2.95
65 C -0.85 0.19 3.16
66 C -1.15 1.42 3.73
67 C -0.68 1.73 5.00
68 C 0.09 0.81 5.70
69 C 0.38 -0.42 5.13
70 C -0.09 -0.73 3.86
71 H -0.26 2.28 0.72
72 H -1.12 4.29 -0.38
73 H -3.48 4.37 -1.16
74 H -4.96 2.43 -0.80
75 H -4.11 0.41 0.32
76 H -2.69 -2.55 -0.18
77 H -4.55 -4.11 0.28
78 H -5.77 -3.99 2.42
79 H -5.11 -2.33 4.13
80 H -3.25 -0.79 3.71
81 H -1.75 2.15 3.19
82 H -0.91 2.69 5.44
83 H 0.45 1.05 6.68
84 H 0.98 -1.14 5.68
85 H 0.16 -1.69 3.42

The value obtained for the HOMO-LUMO gap is 6.901 eV.

This record from OMol25 describes 2 unconnected molecules or ions with the total composition C6H17NO3. The level of theory is wB97M-V/def2-TZVPD.

Positions of all 27 atoms, in Å:
1 C -0.78 -1.15 -2.98
2 O -0.11 -0.28 -2.13
3 C 1.26 -0.57 -1.82
4 C 1.64 0.41 -0.68
5 N 0.87 0.05 0.49
6 C 0.95 0.93 1.60
7 C 0.06 0.59 2.77
8 O -1.30 0.47 2.32
9 C -1.58 -0.91 2.09
10 H -0.71 -2.18 -2.61
11 H -0.26 -1.16 -3.98
12 H -1.81 -0.82 -3.15
13 H 1.86 -0.35 -2.78
14 H 1.38 -1.60 -1.58
15 H 1.44 1.40 -1.03
16 H 2.74 0.28 -0.48
17 H -0.10 0.02 0.22
18 H 0.74 1.99 1.33
19 H 1.97 0.89 1.93
20 H 0.14 1.43 3.48
21 H 0.38 -0.32 3.29
22 H -2.28 -1.27 2.79
23 H -0.67 -1.54 2.22
24 H -1.98 -1.22 1.14
25 O -1.32 1.99 -0.88
26 H -0.92 1.36 -1.50
27 H -1.61 1.57 -0.07

Its structure (SMILES) is COCCNCCOC.O. The value obtained for the HOMO-LUMO gap is 9.777 eV.

This record from OMol25 describes C19H25NO6 in the gas phase. The level of theory is wB97M-V/def2-TZVPD.

Positions of all 51 atoms, in Å:
1 C 1.87 -1.18 -4.55
2 C 1.23 0.02 -3.87
3 O 1.39 -0.12 -2.46
4 C 0.68 0.71 -1.70
5 O -0.02 1.59 -2.16
6 C 0.86 0.49 -0.25
7 C 0.48 1.57 0.50
8 N 0.37 1.81 1.81
9 C 0.43 0.82 2.86
10 C -0.95 0.19 3.14
11 C -1.39 -0.69 2.01
12 C -1.02 -2.03 1.98
13 C -1.39 -2.83 0.92
14 C -2.12 -2.31 -0.14
15 C -2.49 -0.97 -0.11
16 C -2.14 -0.17 0.96
17 C -0.07 3.15 2.20
18 C -1.51 3.39 1.72
19 O -2.49 3.10 2.35
20 O -1.49 3.92 0.51
21 C -2.73 4.08 -0.19
22 C 1.43 -0.78 0.21
23 O 2.10 -0.92 1.21
24 O 1.13 -1.80 -0.60
25 C 1.74 -3.05 -0.32
26 C 3.16 -3.11 -0.87
27 H 1.41 -2.10 -4.19
28 H 2.93 -1.21 -4.31
29 H 1.75 -1.11 -5.62
30 H 1.69 0.96 -4.19
31 H 0.16 0.07 -4.10
32 H 0.20 2.42 -0.11
33 H 1.14 0.05 2.57
34 H 0.80 1.31 3.77
35 H -1.68 0.98 3.31
36 H -0.86 -0.40 4.06
37 H -0.44 -2.44 2.79
38 H -1.11 -3.88 0.91
39 H -2.39 -2.93 -0.97
40 H -3.06 -0.55 -0.93
41 H -2.45 0.86 0.98
42 H -0.04 3.23 3.28
43 H 0.58 3.90 1.74
44 H -2.86 5.13 -0.42
45 H -3.56 3.73 0.43
46 H -2.66 3.50 -1.11
47 H 1.75 -3.21 0.77
48 H 1.10 -3.80 -0.80
49 H 3.15 -2.88 -1.93
50 H 3.58 -4.10 -0.72
51 H 3.78 -2.38 -0.36

Its structure (SMILES) is CCOC(=O)C(=CN(CCc1ccccc1)CC(=O)OC)C(=O)OCC. The value obtained for the HOMO-LUMO gap is 8.876 eV.